13
Properties=species:S:1:pos:R:3 method="wB97M-V/def2-TZVPD" orbital_gap_ev=4.98 relative_energy_kj_mol=0.0 charge=-1 lumo_energy_ev=2.2 spin_multiplicity=1
Ag -0.83 -2.28 1.13
C -2.79 -0.35 0.83
O -1.78 -0.30 0.01
O -2.92 -1.45 1.54
O -3.48 0.69 1.08
Br 1.55 -1.87 -0.25
C 1.59 -0.08 -1.07
C 1.35 1.05 -0.06
Br 1.36 2.78 -0.84
H 0.95 0.05 -1.94
H 2.59 -0.01 -1.51
H 2.06 0.95 0.76
H 0.34 0.82 0.30


97
Properties=species:S:1:pos:R:3 method="wB97M-V/def2-TZVPD" orbital_gap_ev=6.88 relative_energy_kj_mol=0.0 lumo_energy_ev=-1.4 spin_multiplicity=1
Sr -0.42 0.92 3.29
O -1.41 1.01 0.97
C -0.45 0.53 0.09
C 1.01 0.41 0.57
O 1.19 -0.21 1.82
H -0.42 1.17 -0.81
H -0.71 -0.47 -0.31
H 1.44 1.44 0.61
H 1.54 -0.21 -0.17
C -2.41 2.94 -1.03
N -3.67 3.06 -0.23
O -4.68 2.67 -0.77
O -3.62 3.54 0.89
H -1.58 3.20 -0.38
H -2.50 3.65 -1.85
H -2.32 1.91 -1.33
C 4.28 0.65 2.80
C 4.62 -0.40 1.77
O 6.05 -0.51 1.87
S 6.50 -0.30 3.38
O 7.52 0.67 3.40
O 6.69 -1.54 4.03
O 5.13 0.32 3.91
H 3.24 0.60 3.09
H 4.53 1.65 2.45
H 4.36 -0.12 0.75
H 4.12 -1.35 1.97
C -4.34 -0.42 0.70
C -4.62 0.52 1.86
O -5.37 -0.29 2.77
S -5.96 -1.60 2.05
O -7.36 -1.61 2.16
O -5.20 -2.75 2.38
O -5.59 -1.11 0.58
H -3.54 -1.09 0.98
H -4.12 0.03 -0.27
H -5.17 1.40 1.54
H -3.65 0.84 2.25
C 0.92 -4.64 0.86
C 2.08 -3.71 1.25
O 2.73 -4.33 2.39
S 1.80 -5.42 3.03
O 0.96 -4.80 3.99
O 2.54 -6.56 3.37
O 0.97 -5.76 1.73
H 0.98 -4.98 -0.17
H -0.01 -4.08 0.99
H 1.78 -2.72 1.60
H 2.80 -3.59 0.44
C -0.08 4.03 1.93
O 0.28 3.34 2.91
N -0.61 5.24 2.04
C -0.83 6.05 0.87
C -0.76 5.89 3.32
H 0.03 3.67 0.91
H -0.87 5.42 -0.01
H -0.05 6.80 0.75
H -1.80 6.54 0.93
H 0.06 6.59 3.49
H -1.72 6.39 3.37
H -0.76 5.13 4.11
C 0.80 4.65 -2.33
O 1.04 4.27 -1.20
N 0.71 3.87 -3.42
C 0.89 2.42 -3.34
C 0.24 4.42 -4.67
H 0.57 5.70 -2.58
H -0.09 1.92 -3.38
H 1.35 2.15 -2.39
H 1.48 2.08 -4.18
H 0.54 3.79 -5.50
H -0.85 4.53 -4.70
H 0.70 5.39 -4.87
C -1.32 -3.39 -1.36
O -0.57 -3.75 -2.26
N -2.22 -4.18 -0.74
C -2.97 -3.70 0.43
C -2.61 -5.46 -1.27
H -1.31 -2.38 -0.91
H -2.54 -2.75 0.74
H -2.94 -4.45 1.20
H -3.97 -3.50 0.05
H -2.02 -5.71 -2.15
H -2.49 -6.25 -0.52
H -3.67 -5.44 -1.55
C 2.56 -2.91 -2.06
O 3.39 -3.74 -1.78
N 2.43 -2.30 -3.26
C 1.32 -1.41 -3.47
C 3.15 -2.80 -4.40
H 1.82 -2.53 -1.33
H 0.53 -1.81 -4.12
H 1.67 -0.48 -3.92
H 0.90 -1.14 -2.51
H 2.56 -3.58 -4.90
H 3.23 -2.00 -5.14
H 4.12 -3.16 -4.09


46
Properties=species:S:1:pos:R:3 method="wB97M-V/def2-TZVPD" orbital_gap_ev=9.30 relative_energy_kj_mol=0.0 smiles="CC(C)[C@@H]1CC[C@@H](C)C[C@H]1OC(=O)CSc1nccc(=O)[nH]1" lumo_energy_ev=0.4 spin_multiplicity=1
C 3.82 -0.69 -0.75
H 3.72 -0.14 -1.69
H 3.81 -1.75 -0.97
H 4.77 -0.44 -0.30
C 2.67 -0.32 0.18
C 2.74 -1.10 1.49
C 1.57 -0.75 2.40
H 1.65 -1.32 3.33
H 1.61 0.31 2.64
C 0.23 -1.07 1.72
C 0.16 -0.25 0.43
C 1.33 -0.61 -0.50
H 1.26 -1.67 -0.75
H 1.26 -0.04 -1.43
H 0.17 0.82 0.65
O -1.06 -0.54 -0.29
C -2.02 0.37 -0.32
O -1.98 1.46 0.17
C -3.19 -0.17 -1.13
H -4.03 -0.35 -0.46
H -2.93 -1.10 -1.64
S -3.84 1.07 -2.31
C -2.42 1.59 -3.18
N -2.60 2.63 -3.94
C -1.53 3.09 -4.63
C -0.29 2.54 -4.55
C -0.07 1.39 -3.72
O 0.97 0.79 -3.53
N -1.24 0.94 -3.08
H -1.13 0.11 -2.51
H 0.55 2.94 -5.09
H -1.74 3.95 -5.25
H 0.24 -2.13 1.43
C -1.00 -0.87 2.63
C -1.09 0.53 3.25
H -2.00 0.61 3.83
H -1.11 1.30 2.49
H -0.25 0.71 3.91
C -1.04 -1.93 3.73
H -0.23 -1.79 4.44
H -1.98 -1.86 4.27
H -0.96 -2.93 3.31
H -1.89 -1.01 2.00
H 3.68 -0.87 2.00
H 2.73 -2.17 1.28
H 2.72 0.75 0.41


12
Properties=species:S:1:pos:R:3 method="wB97M-V/def2-TZVPD" orbital_gap_ev=8.67 relative_energy_kj_mol=354.4 lumo_energy_ev=-0.2 spin_multiplicity=1
C -0.71 -0.24 0.07
C 1.71 -0.85 0.38
H 0.20 2.03 -1.51
H -1.37 1.55 0.73
H 0.20 -1.74 -0.81
H 1.78 -0.50 1.57
H 2.47 -1.83 -1.14
N -0.45 0.94 0.75
N 0.40 -0.85 -0.16
N 2.70 -1.47 -0.05
S 0.65 1.81 -0.23
S -2.39 -0.77 -0.11


48
Properties=species:S:1:pos:R:3 method="wB97M-V/def2-TZVPD" orbital_gap_ev=7.73 relative_energy_kj_mol=410.2 charge=+1 lumo_energy_ev=-5.2 spin_multiplicity=1
Ta 0.53 -1.77 -0.18
O -1.61 0.27 2.05
As -1.03 -1.38 2.29
O -1.02 -1.68 3.87
O 0.53 -1.15 1.54
C -2.53 -2.31 1.39
C -3.73 -1.95 1.98
C -4.91 -2.55 1.56
C -4.90 -3.52 0.56
C -3.70 -3.91 -0.01
C -2.53 -3.30 0.40
S -1.01 -3.87 -0.26
O -0.02 -3.53 0.81
O -1.06 -5.20 -0.72
O -0.59 -2.85 -1.31
H -1.35 0.80 2.82
H -3.73 -1.20 2.76
H -5.85 -2.26 2.02
H -5.82 -3.99 0.25
H -3.66 -4.69 -0.76
N -2.83 4.33 -3.31
C -2.37 3.38 -2.87
C -1.78 2.20 -2.30
C -2.54 1.34 -1.51
C -1.94 0.25 -0.91
C -0.58 -0.02 -1.08
C 0.15 0.83 -1.92
C -0.44 1.93 -2.53
H -3.59 1.54 -1.36
H -2.57 -0.39 -0.30
H 1.20 0.65 -2.12
H 0.15 2.57 -3.16
O 4.23 -1.13 -1.12
C 3.38 -0.46 -0.66
O 2.07 -0.98 -0.61
C 3.52 0.92 -0.15
C 2.47 1.65 0.41
C 2.68 2.94 0.87
C 3.94 3.51 0.78
C 4.98 2.77 0.24
C 4.79 1.49 -0.24
N 6.33 3.36 0.20
O 6.48 4.44 0.73
O 7.19 2.72 -0.37
H 1.49 1.21 0.49
H 1.86 3.50 1.29
H 4.12 4.52 1.13
H 5.62 0.95 -0.67


25
Properties=species:S:1:pos:R:3 method="wB97M-V/def2-TZVPD" orbital_gap_ev=10.30 relative_energy_kj_mol=127.4 charge=+2 smiles="C=[N+](C)CC[N+](=C)CC" lumo_energy_ev=-8.8 spin_multiplicity=1
C 0.16 1.28 0.02
C -0.42 -0.06 -0.55
C 0.82 -1.38 1.10
C -1.19 1.23 1.97
C 0.81 -2.38 -2.32
C -0.29 3.27 1.24
C -0.06 -2.32 -1.03
N -0.48 1.89 1.12
N 0.21 -1.36 -0.02
H 1.34 1.14 0.10
H -0.01 1.88 -0.84
H -1.53 -0.20 -0.59
H -0.24 -0.21 -1.65
H 1.08 -0.45 1.71
H 1.31 -2.33 1.33
H -1.41 0.15 1.89
H -1.66 1.61 2.88
H 1.87 -2.09 -2.23
H 0.93 -3.25 -2.82
H 0.30 -1.84 -3.16
H -1.06 3.84 1.80
H 0.73 3.39 1.62
H -0.26 3.79 0.26
H 0.25 -3.21 -0.57
H -1.21 -2.41 -1.25